Formula: C25H48AsInN9O5P2S
Source: OMol25
Level of theory: ωB97M-V/def2-TZVPD

ORCA input file:
```
! RIJCOSX wB97M-V def2-TZVPD def2/J DEFGRID3
* xyz 1 1
In -0.736 -1.197 0.368
S -2.464 -0.119 -1.086
C -2.213 -1.472 -2.135
C -2.843 -1.650 -3.374
C -2.495 -2.745 -4.138
C -1.541 -3.648 -3.670
C -0.986 -3.417 -2.427
N -1.324 -2.366 -1.684
H -3.578 -0.931 -3.709
H -2.964 -2.900 -5.101
H -1.240 -4.502 -4.258
H -0.249 -4.083 -1.991
C 0.175 0.453 -3.924
N 0.902 1.427 -3.112
C 1.533 2.480 -3.895
P 1.576 0.911 -1.689
O 0.758 -0.156 -1.097
O 1.698 2.284 -0.839
P 0.508 2.980 0.018
O -0.308 2.030 0.786
N 1.437 3.971 0.984
C 2.777 4.438 0.652
C 0.656 4.938 1.753
N -0.386 3.865 -1.035
C -1.813 3.642 -1.217
C 0.178 5.008 -1.730
N 3.168 0.471 -1.724
C 4.207 1.388 -2.176
C 3.474 -0.945 -1.923
H -0.670 0.949 -4.406
H -0.209 -0.341 -3.288
H 0.811 0.016 -4.702
H 0.760 3.029 -4.437
H 2.239 2.081 -4.632
H 2.060 3.176 -3.244
H 3.309 3.676 0.091
H 3.324 4.622 1.579
H 2.763 5.371 0.078
H -0.352 4.553 1.914
H 0.587 5.907 1.247
H 1.130 5.101 2.723
H -2.100 2.713 -0.732
H -2.045 3.554 -2.281
H -2.397 4.469 -0.798
H 1.261 5.031 -1.605
H -0.234 5.949 -1.351
H -0.045 4.947 -2.797
H 3.907 2.417 -1.985
H 4.429 1.270 -3.241
H 5.123 1.190 -1.615
H 2.666 -1.552 -1.516
H 4.396 -1.183 -1.388
H 3.620 -1.190 -2.981
O 0.910 -2.610 0.172
C 1.120 -3.775 0.725
C 2.439 -4.292 0.710
C 2.761 -5.506 1.268
C 1.780 -6.286 1.882
C 0.487 -5.818 1.907
C 0.127 -4.587 1.336
C -1.268 -4.182 1.361
N -1.753 -2.948 1.304
C -3.127 -3.026 1.364
C -3.486 -4.328 1.473
N -2.309 -5.043 1.466
H 3.198 -3.684 0.232
H 3.787 -5.852 1.238
H 2.034 -7.234 2.336
H -0.275 -6.399 2.414
H -3.728 -2.133 1.335
H -4.449 -4.801 1.538
H -2.237 -6.044 1.500
N 0.094 -1.387 3.507
N 0.705 -0.947 2.292
H 0.715 -2.024 3.991
H -0.737 -1.905 3.242
H 1.467 -1.547 1.996
H 1.043 0.003 2.395
C -3.310 2.409 2.474
As -2.109 1.037 3.109
C -2.956 0.375 4.719
C -0.496 1.905 3.744
O -2.059 -0.186 2.007
H -3.369 3.227 3.191
H -4.287 1.944 2.358
H -2.961 2.765 1.508
H -3.175 1.208 5.387
H -2.285 -0.327 5.211
H -3.881 -0.130 4.449
H -0.800 2.817 4.259
H 0.138 2.158 2.900
H 0.010 1.241 4.438
*
```

Values from the calculation:
largest force on an atom	0.0203	hartree/bohr
HOMO level	-0.3542	Ha
orbital gap	0.2961	hartree

Here are the natural (NBO) charges for atoms 1 to 4, given in e:
1. In 1.731
2. S -0.247
3. C 0.071
4. C -0.274

=====

Formula: C25H48BeBrFKNO6
Source: OMol25
Level of theory: ωB97M-V/def2-TZVPD

ORCA input file:
```
! RIJCOSX wB97M-V def2-TZVPD def2/J DEFGRID3
* xyz 0 1
C 3.683 0.243 1.551
C 2.314 0.706 1.028
C 2.074 0.334 -0.430
C 2.035 -1.197 -0.622
C 1.049 -1.629 -1.695
C -0.402 -1.465 -1.240
C -0.723 -2.247 0.027
C -1.971 -1.780 0.788
C -3.222 -1.471 -0.058
C -3.836 -0.146 0.415
C -4.245 -0.241 1.901
C -5.039 0.171 -0.487
O -4.565 1.329 -1.182
C -3.458 1.841 -0.592
O -2.975 2.920 -0.840
O -2.968 0.957 0.335
H 3.589 -0.745 1.982
H 4.385 0.250 0.716
H 3.988 0.983 2.323
H 1.534 0.255 1.643
H 2.227 1.788 1.108
H 2.875 0.710 -1.060
H 1.127 0.756 -0.774
H 3.030 -1.485 -0.955
H 1.877 -1.695 0.336
H 1.242 -2.632 -2.082
H 1.186 -0.967 -2.547
H -0.711 -0.428 -1.140
H -1.034 -1.859 -2.043
H 0.118 -2.092 0.702
H -0.732 -3.332 -0.151
H -2.257 -2.598 1.464
H -1.703 -0.961 1.442
H -3.041 -1.445 -1.129
H -3.992 -2.222 0.108
H -5.124 0.354 2.119
H -4.401 -1.297 2.138
H -3.426 0.108 2.524
H -5.114 -0.582 -1.268
H -5.993 0.295 0.012
C 6.135 -4.959 -3.538
C 4.818 -4.232 -3.323
O 4.956 -2.875 -2.988
C 5.609 -2.060 -3.978
C 4.896 -2.018 -5.315
H 6.785 -4.839 -2.670
H 5.959 -6.025 -3.702
H 6.668 -4.573 -4.406
H 4.292 -4.692 -2.479
H 4.165 -4.341 -4.198
H 6.650 -2.380 -4.100
H 5.640 -1.056 -3.554
H 4.896 -2.994 -5.802
H 5.388 -1.285 -6.044
H 3.854 -1.714 -5.178
F 5.204 -0.973 -7.606
K -0.719 -5.288 -0.135
N -4.789 -1.910 4.792
H -5.268 -2.659 4.295
H -5.225 -1.009 4.559
H -4.852 -2.069 5.798
H -3.809 -1.881 4.511
C 0.633 4.152 -0.452
C -0.463 4.725 -1.084
C -0.331 5.956 -1.713
C 0.895 6.607 -1.718
C 1.990 6.030 -1.089
C 1.859 4.804 -0.452
H 0.533 3.193 0.043
H -1.415 4.209 -1.082
H -1.186 6.408 -2.201
H 0.998 7.564 -2.213
H 2.946 6.537 -1.094
H 2.711 4.357 0.044
O -5.727 1.002 4.546
C -5.563 2.262 4.864
C -4.117 2.512 5.652
O -3.950 3.713 5.993
H -6.318 2.705 5.536
H -5.504 2.984 4.033
H -3.322 2.060 4.973
H -4.175 1.718 6.525
Be -2.811 1.677 7.126
Br 3.665 1.177 4.452
*
```

Values from the calculation:
largest force on an atom	0.0586	hartree/bohr
HOMO level	-0.2014	Ha
orbital gap	0.0346	hartree

Here are the Mulliken charges for atoms 1 to 4, given in e:
1. C -1.207
2. C -0.213
3. C -0.306
4. C -0.773

=====

Formula: C25H48Cl3MnN4O3SSi
Source: OMol25
Level of theory: ωB97M-V/def2-TZVPD

ORCA input file:
```
! RIJCOSX wB97M-V def2-TZVPD def2/J DEFGRID3
* xyz -1 6
C -1.493 -2.016 -3.229
C -1.093 -3.021 -2.200
H -1.188 -2.312 -4.236
H -1.061 -1.025 -3.016
H -2.586 -1.891 -3.230
C -0.572 -4.229 -2.450
C -0.394 -4.831 -3.811
H -0.236 -4.860 -1.619
H -0.617 -4.132 -4.624
H -1.044 -5.711 -3.938
H 0.638 -5.195 -3.936
Mn -0.109 0.320 -0.481
Cl -2.286 0.487 0.046
Cl 0.151 1.553 -2.451
H 0.643 4.524 3.464
H -1.430 5.538 2.380
C 0.968 4.179 2.469
C -1.040 5.184 1.415
N -0.195 4.007 1.603
H 1.499 3.227 2.552
C -0.365 2.906 0.875
O 0.332 1.863 1.007
H -1.875 4.909 0.764
H -1.195 2.912 0.161
H 1.653 4.948 2.066
H -0.488 6.018 0.954
H 1.474 -1.670 -3.099
H 2.425 -3.745 -1.782
C 2.317 -1.097 -2.680
C 3.244 -3.055 -1.528
N 2.743 -1.693 -1.421
H 1.989 -0.059 -2.541
C 2.581 -1.089 -0.239
O 1.948 -0.007 -0.090
H 3.683 -3.354 -0.573
H 2.998 -1.627 0.636
H 3.142 -1.143 -3.405
H 3.998 -3.105 -2.323
O -0.153 -1.641 -0.613
C -1.195 -2.506 -0.764
C 0.109 -4.045 0.823
C -1.108 -3.589 0.307
H 1.041 -3.583 0.487
C 0.116 -5.083 1.762
H -2.164 -1.975 -0.683
C -2.300 -4.170 0.734
H 1.071 -5.419 2.189
C -1.076 -5.716 2.130
C -2.292 -5.253 1.605
H -3.237 -3.793 0.319
H -1.068 -6.551 2.827
H -3.230 -5.744 1.864
Si -0.392 4.574 -5.128
Cl -0.596 2.730 -6.118
C 1.460 4.739 -4.828
C -1.561 4.262 -3.680
C -0.924 6.128 -6.033
H 1.851 3.788 -4.442
H 1.681 5.535 -4.104
H 1.964 4.979 -5.779
H -0.303 6.350 -6.905
H -0.846 7.002 -5.372
H -1.963 6.091 -6.369
H -1.281 3.304 -3.209
H -2.590 4.165 -4.068
H -1.516 5.050 -2.913
C -2.373 0.088 3.845
N -1.160 -0.017 4.667
C -1.323 0.157 6.101
C -0.009 -0.391 4.044
S -0.115 -1.074 2.504
N 1.227 -0.108 4.547
C 1.658 -0.109 5.935
C 2.345 -0.141 3.591
H -3.183 0.450 4.485
H -2.643 -0.890 3.420
H -2.208 0.786 3.017
H -1.020 -0.737 6.679
H -0.796 1.067 6.436
H -2.402 0.309 6.288
H 2.146 -1.065 6.212
H 2.429 0.678 6.000
H 0.869 0.106 6.653
H 2.524 -1.164 3.216
H 2.123 0.511 2.733
H 3.250 0.209 4.104
*
```

Values from the calculation:
largest force on an atom	0.0589	hartree/bohr
<S²>	8.7557
HOMO level (alpha / beta)	-0.1230 / -0.1685	Ha
orbital gap (alpha / beta)	0.2092 / 0.2546	hartree

Here are the Mulliken charges for atoms 1 to 4, given in e:
1. C -1.303
2. C 0.281
3. H 0.384
4. H -0.038

=====

> Which value of largest force on an atom does entry 2 give?

0.0586 hartree/bohr

=====

> Which formula does entry 2 have?

C25H48BeBrFKNO6